Version 1
{
  "formula": "C2H11NO2S",
  "method": "ωB97M-V/def2-TZVPD",
  "elements": ["N", "C", "C", "S", "H", "H", "H", "H", "H", "H", "H", "O", "H", "H", "O", "H", "H"],
  "coordinates": [[0.1190, -0.0214, -2.6215], [0.0816, -0.4678, -1.2516], [-1.2861, -0.2587, -0.6428], [-1.5880, -0.7093, 1.0375], [1.0442, -0.1027, -3.0281], [-0.5037, -0.3132, -3.3437], [0.6950, 0.2505, -0.6901], [0.4732, -1.4677, -1.0568], [-1.6354, 0.7370, -0.9496], [-2.0856, -0.8483, -1.1268], [-0.6790, 0.1019, 1.6369], [-0.8067, -1.8315, 5.2671], [-1.5602, -1.3850, 5.5934], [0.0776, -1.4839, 5.4354], [2.7316, 2.4982, -1.7386], [2.4013, 1.9021, -1.0451], [2.5214, 3.3996, -1.4757]],
  "nbo_charge": [-0.859, -0.212, -0.558, 0.005, 0.367, 0.368, 0.166, 0.178, 0.220, 0.216, 0.107, -0.968, 0.483, 0.486, -0.941, 0.469, 0.472],
  "spin_multiplicity": 1,
  "e_lumo_ha": 0.0227,
  "homo_energy_ha": -0.3334,
  "smiles": "NCCS.O.O",
  "homo_lumo_gap_ha": 0.35611
}



Version 2
{
  "formula": "C2H11NO2S",
  "method": "ωB97M-V/def2-TZVPD",
  "elements": ["N", "C", "C", "S", "H", "H", "H", "H", "H", "H", "H", "O", "H", "H", "O", "H", "H"],
  "coordinates": [[-0.4824, 1.5724, -1.4406], [-1.1680, 0.4644, -0.7843], [-0.4897, -0.8788, -1.0580], [-1.2586, -2.3027, -0.2585], [-1.0059, 2.1435, -2.0771], [0.0698, 2.1002, -0.7964], [-2.1901, 0.3846, -1.1704], [-1.1671, 0.5776, 0.2851], [-0.3782, -1.1306, -2.1099], [0.5584, -0.8890, -0.7646], [-2.4294, -2.4237, -0.8986], [0.5367, -0.7814, 2.5090], [0.9164, -1.6670, 2.3848], [0.4218, -0.4825, 1.5980], [2.5119, 1.2284, 1.1975], [2.1402, 0.6752, 1.8929], [3.4141, 1.4093, 1.4911]],
  "nbo_charge": [-0.861, -0.227, -0.535, -0.065, 0.373, 0.375, 0.189, 0.180, 0.223, 0.222, 0.124, -0.936, 0.475, 0.466, -0.958, 0.482, 0.471],
  "spin_multiplicity": 1,
  "e_lumo_ha": 0.0248,
  "homo_energy_ha": -0.3316,
  "smiles": "NCCS.O.O",
  "homo_lumo_gap_ha": 0.35642
}



Least stable: version 1



Version 1
{
  "formula": "C18H54O9",
  "method": "ωB97M-V/def2-TZVPD",
  "elements": ["C", "C", "O", "H", "H", "H", "H", "H", "H", "C", "C", "O", "H", "H", "H", "H", "H", "H", "C", "C", "O", "H", "H", "H", "H", "H", "H", "C", "C", "O", "H", "H", "H", "H", "H", "H", "C", "C", "O", "H", "H", "H", "H", "H", "H", "C", "C", "O", "H", "H", "H", "H", "H", "H", "C", "C", "O", "H", "H", "H", "H", "H", "H", "C", "C", "O", "H", "H", "H", "H", "H", "H", "C", "C", "O", "H", "H", "H", "H", "H", "H"],
  "coordinates": [[-16.6900, -1.7337, 6.9345], [-16.2093, -2.6797, 5.8259], [-14.8846, -3.2211, 5.8759], [-16.9762, -2.2074, 7.8273], [-17.5766, -1.2871, 6.4719], [-15.9648, -0.9682, 7.0991], [-16.1483, -2.0459, 4.9458], [-16.9362, -3.5355, 5.5904], [-14.9707, -3.8485, 6.5985], [-15.5815, -3.9596, 10.1354], [-15.0962, -5.1694, 9.3357], [-15.6039, -5.0537, 7.9508], [-15.0174, -4.0189, 11.1142], [-16.7054, -3.9021, 10.2803], [-15.3451, -3.0190, 9.5995], [-15.5501, -6.0457, 9.7733], [-14.0580, -5.2419, 9.3224], [-15.5067, -5.9182, 7.5493], [-12.7065, -2.9921, 8.1951], [-12.1511, -1.8693, 7.2145], [-13.0684, -1.1373, 6.5045], [-13.7969, -3.0878, 8.0430], [-12.4909, -2.7511, 9.2473], [-12.2281, -3.9071, 7.9015], [-11.5074, -2.4902, 6.5510], [-11.4590, -1.1794, 7.6587], [-13.7140, -1.7564, 6.1114], [-16.2801, -11.4917, -0.0480], [-17.6870, -11.5341, 0.5017], [-17.4948, -11.2410, 1.9252], [-15.9564, -10.4178, -0.1550], [-16.2448, -11.9195, -1.0148], [-15.5246, -11.9126, 0.5998], [-18.1722, -12.5224, 0.3614], [-18.2707, -10.7025, 0.1376], [-18.3407, -11.4434, 2.3449], [-11.7767, -7.4831, 9.7246], [-11.5903, -8.1008, 8.3436], [-12.7422, -8.7130, 7.9057], [-12.1492, -8.1084, 10.5122], [-12.5729, -6.7477, 9.6334], [-10.9030, -6.9750, 10.0939], [-10.7323, -8.7787, 8.2153], [-11.4346, -7.2246, 7.7502], [-13.0507, -9.3127, 8.5547], [-19.3472, -10.9356, 6.5782], [-19.2851, -10.1451, 5.3320], [-18.5561, -8.9270, 5.4862], [-19.9706, -10.4034, 7.3390], [-18.4154, -11.2879, 7.0964], [-19.9179, -11.8017, 6.2660], [-20.3290, -9.8742, 4.9911], [-18.7674, -10.6766, 4.5885], [-18.9654, -8.3311, 6.0880], [-19.8358, -4.3722, 7.4835], [-18.6542, -5.2988, 7.2839], [-19.0629, -6.4088, 6.4657], [-20.3583, -4.0672, 6.5637], [-19.3905, -3.4551, 7.8510], [-20.6279, -4.7619, 8.0788], [-18.3201, -5.7476, 8.1883], [-17.8448, -4.8144, 6.7983], [-19.2401, -6.0127, 5.5853], [-14.0389, -7.2281, 4.9591], [-15.3303, -7.6680, 5.6783], [-15.1807, -7.6182, 7.1602], [-13.5556, -6.4298, 5.5772], [-14.2930, -6.6868, 4.0501], [-13.4182, -8.1006, 4.7477], [-15.5974, -8.6880, 5.3934], [-16.1333, -6.9951, 5.4729], [-14.2407, -7.8983, 7.3622], [-18.2232, -7.7251, 1.6001], [-17.5942, -6.8000, 2.6802], [-18.3015, -6.6234, 3.8505], [-19.3212, -7.4773, 1.4837], [-18.1329, -8.7868, 1.9497], [-17.7166, -7.5556, 0.6470], [-17.4377, -5.8405, 2.2938], [-16.6249, -7.3404, 2.8392], [-18.3280, -7.5220, 4.2876]],
  "mulliken_charge": [-1.201, 0.205, -0.699, 0.157, 0.423, 0.355, 0.520, -0.007, 0.102, -1.152, -0.160, -0.309, 0.353, 0.274, 0.214, 0.542, -0.081, 0.412, -0.045, -0.445, -0.588, -0.395, 0.333, 0.163, 0.238, 0.382, 0.411, -1.122, -0.106, -0.507, 0.238, 0.366, 0.305, 0.327, 0.256, 0.207, -0.818, -0.324, -0.535, 0.434, 0.072, 0.373, 0.324, 0.236, 0.261, -1.169, 0.009, -0.326, 0.305, 0.248, 0.405, 0.327, 0.014, 0.229, -1.354, 0.561, -0.511, 0.344, 0.371, 0.341, 0.300, -0.480, 0.302, -1.175, 0.456, -0.706, 0.216, 0.374, 0.366, 0.298, -0.129, 0.363, -0.922, -0.211, -0.401, 0.267, 0.082, 0.421, 0.484, 0.093, 0.217],
  "spin_multiplicity": 1,
  "e_lumo_ha": 0.0222,
  "homo_energy_ha": -0.3382,
  "smiles": "CCO.CCO.CCO.CCO.CCO.CCO.CCO.CCO.CCO",
  "homo_lumo_gap_ha": 0.36042
}



Version 2
{
  "formula": "C18H54O9",
  "method": "ωB97M-V/def2-TZVPD",
  "elements": ["O", "H", "H", "O", "H", "H", "O", "H", "H", "C", "C", "C", "O", "H", "H", "H", "H", "H", "H", "H", "H", "C", "C", "C", "O", "H", "H", "H", "H", "H", "H", "H", "H", "C", "C", "C", "O", "H", "H", "H", "H", "H", "H", "H", "H", "C", "C", "C", "O", "H", "H", "H", "H", "H", "H", "H", "H", "C", "C", "C", "O", "H", "H", "H", "H", "H", "H", "H", "H", "C", "C", "C", "O", "H", "H", "H", "H", "H", "H", "H", "H"],
  "coordinates": [[0.7186, -1.6375, -1.9988], [1.5759, -2.0509, -1.8977], [0.6730, -1.4032, -2.9258], [-1.0757, -3.0328, -1.6765], [-1.5089, -3.2876, -2.4912], [-0.3879, -2.4259, -1.9500], [-0.2791, -0.3780, -0.5997], [0.4126, -0.9305, -0.2357], [-0.4036, -0.7051, -1.4906], [0.8820, 1.1992, 1.5850], [1.5816, 0.0797, 2.3407], [2.8545, 0.4895, 3.0514], [0.7629, -0.6117, 3.3700], [1.5257, 1.9686, 1.1585], [0.2499, 1.7797, 2.2570], [0.2763, 0.7846, 0.7791], [1.9463, -0.6271, 1.5954], [2.6566, 1.0126, 3.9870], [3.5765, 1.0040, 2.4173], [3.3394, -0.4330, 3.3709], [1.1918, -1.4418, 3.5899], [1.9396, 0.3772, -0.8083], [3.2458, 1.2029, -0.6729], [3.1054, 2.6065, -1.2486], [3.6035, 1.2254, 0.7055], [2.1488, -0.6849, -0.6807], [1.5299, 0.4522, -1.8156], [1.2310, 0.7554, -0.0715], [4.0154, 0.6384, -1.1994], [2.8346, 2.5889, -2.3042], [4.0559, 3.1384, -1.2062], [2.4615, 3.3047, -0.7137], [3.6720, 0.3199, 1.0167], [-1.7721, 0.1793, -2.5791], [-3.1997, 0.2705, -2.0438], [-4.2003, -0.1053, -3.1046], [-3.3817, -0.6150, -0.9539], [-1.6524, 0.5886, -3.5823], [-1.3795, -0.8334, -2.6709], [-1.1368, 0.8125, -1.9599], [-3.4399, 1.2658, -1.6699], [-4.2338, 0.6708, -3.8692], [-5.1726, -0.3773, -2.6938], [-3.7969, -0.9305, -3.6916], [-2.9150, -0.2722, -0.1883], [-3.3909, 0.0811, 2.0637], [-1.9774, 0.1054, 1.3873], [-1.1318, -1.1134, 1.8048], [-2.0795, 0.1848, -0.0105], [-3.9766, 0.9628, 1.8037], [-3.2775, 0.0502, 3.1474], [-3.9200, -0.8611, 1.9208], [-1.3949, 0.9807, 1.6750], [-0.0625, -0.9177, 1.8857], [-1.2202, -1.9433, 1.1037], [-1.4699, -1.4014, 2.8002], [-1.2746, -0.1610, -0.4030], [0.1718, 3.5858, 0.4274], [-0.5607, 3.5175, -0.9125], [-0.4745, 2.0792, -1.4361], [-1.9086, 3.8039, -0.7321], [0.1132, 4.5806, 0.8693], [1.2287, 3.3893, 0.2475], [-0.1770, 2.8438, 1.1456], [-0.1493, 4.1901, -1.6652], [-0.7378, 1.2956, -0.7256], [0.5479, 1.8096, -1.7008], [-1.1027, 1.9853, -2.3220], [-2.3791, 3.1261, -0.2413], [0.7239, -2.2028, 0.0893], [1.2901, -2.9177, 1.3470], [0.6590, -4.1819, 1.7745], [2.5667, -3.2585, 0.8708], [0.8955, -2.7618, -0.8306], [1.2783, -1.2861, -0.1117], [-0.3155, -1.9077, 0.2332], [1.5345, -2.2227, 2.1504], [0.3778, -4.9512, 1.0554], [-0.2587, -3.8108, 2.2309], [1.1866, -4.6425, 2.6097], [2.5348, -3.9619, 0.2182]],
  "mulliken_charge": [-1.058, 0.471, 0.383, -0.617, 0.443, 0.186, 0.180, 0.319, -1.348, -1.464, -0.610, -2.122, -0.612, 1.098, 1.135, 0.994, -0.314, 0.340, 0.524, 0.436, 0.502, 0.131, -0.538, -1.481, -0.581, 0.971, 1.084, -1.330, 0.518, 0.363, 0.487, 0.336, 0.347, -1.415, 0.964, -1.768, -0.836, 0.627, 0.678, -0.138, 0.054, 0.372, 0.365, 0.355, 0.875, -1.670, 0.698, -0.829, -0.961, 0.341, 0.483, 0.410, -0.012, 0.452, 0.542, 0.550, 0.840, -0.683, 0.054, 0.008, -0.707, 0.528, -0.260, -0.035, 0.548, 0.533, -0.057, 0.557, 0.386, 0.168, -0.100, -2.022, -0.736, 1.729, -0.637, -1.117, 0.178, 0.320, 0.341, 0.457, 0.398],
  "spin_multiplicity": 1,
  "e_lumo_ha": -0.0149,
  "homo_energy_ha": -0.2497,
  "homo_lumo_gap_ha": 0.23474
}



Least stable: version 2